Here is 7 unconnected molecules or ions with the total composition C30H43Cl24IN2O5S2 in a non-equilibrium geometry from the Open Molecules 2025 dataset. Energies are from ωB97M-V/def2-TZVPD.

E_HOMO	-8.37	eV
gap between HOMO and LUMO	7.77	eV

Each line ends with the Mulliken charge.
Element x y z (Å)
C 3.156 2.809 1.065  -1.41
C 2.998 1.645 0.087  -0.11
C 3.968 0.507 0.364  -0.75
C 4.089 -0.483 -0.807  -0.57
C 2.728 -0.666 -1.475  -0.05
C 2.651 -1.941 -2.300  -0.95
C 1.272 -2.217 -2.997  -0.15
C 0.179 -1.161 -2.830  -0.72
N -1.019 -1.515 -3.614  0.42
C -1.467 -2.916 -3.453  -2.49
C -1.735 -3.403 -2.023  0.48
C -1.204 -4.823 -1.769  -1.24
C -1.548 -5.224 -0.310  -0.65
C -0.291 -5.591 0.510  -0.70
C -0.428 -5.230 2.013  -1.17
C 0.444 -3.994 2.377  -0.16
C -0.440 -2.772 2.726  -1.38
C -2.068 -0.583 -3.570  0.12
S -1.845 0.937 -4.139  -0.18
S -3.736 -1.015 -3.007  -0.23
C -4.000 -0.853 -1.199  -0.43
C -3.507 0.410 -0.457  -0.30
C -4.747 1.305 -0.219  -1.74
C -4.681 2.310 0.970  1.66
C -3.718 3.402 0.509  -1.39
O -3.798 4.543 1.369  -0.01
N -3.194 5.698 0.777  -0.11
O -2.284 6.073 1.392  -0.21
O -5.988 2.896 0.995  -0.37
C -6.426 2.710 2.292  0.61
O -7.152 3.489 2.904  -0.53
O -5.917 1.501 2.687  -0.34
C -4.520 1.534 2.314  -0.63
I -3.570 2.387 4.065  0.05
H 2.206 3.308 1.132  0.41
H 3.425 2.464 2.059  0.34
H 3.864 3.555 0.707  0.33
H 3.157 2.037 -0.921  0.30
H 1.958 1.315 0.150  0.16
H 4.936 0.960 0.580  0.41
H 3.594 -0.057 1.219  0.33
H 4.857 -0.126 -1.496  0.20
H 4.419 -1.441 -0.404  0.28
H 2.561 0.190 -2.128  0.30
H 1.969 -0.723 -0.695  0.20
H 2.843 -2.784 -1.633  0.37
H 3.411 -1.938 -3.081  0.31
H 0.930 -3.211 -2.706  -0.41
H 1.498 -2.267 -4.066  0.17
H -0.084 -0.976 -1.781  0.16
H 0.553 -0.214 -3.205  0.83
H -2.406 -2.994 -3.998  0.71
H -0.765 -3.551 -3.995  0.57
H -1.344 -2.746 -1.243  0.15
H -2.813 -3.473 -1.869  0.75
H -0.124 -4.841 -1.932  0.51
H -1.655 -5.532 -2.465  0.34
H -2.092 -4.416 0.183  0.38
H -2.178 -6.112 -0.370  0.28
H -0.137 -6.670 0.441  0.37
H 0.577 -5.102 0.067  0.42
H -0.048 -6.059 2.610  0.40
H -1.476 -5.032 2.232  0.54
H 1.048 -4.212 3.259  0.47
H 1.127 -3.739 1.567  0.25
H -0.668 -2.748 3.791  0.46
H 0.087 -1.848 2.473  0.43
H -1.370 -2.785 2.156  0.21
H -5.086 -0.863 -1.121  0.50
H -3.637 -1.758 -0.716  0.15
H -3.054 0.060 0.475  0.32
H -2.719 0.922 -1.010  0.38
H -4.893 1.865 -1.141  0.44
H -5.605 0.677 0.022  0.48
H -4.091 3.724 -0.470  0.46
H -2.699 3.048 0.327  0.54
H -4.169 0.512 2.270  0.49
C 0.705 -1.369 6.200  0.25
Cl -0.478 -0.133 5.718  -0.05
Cl 2.205 -0.580 6.703  -0.11
Cl 0.051 -2.301 7.551  -0.11
Cl 1.038 -2.462 4.854  -0.10
C 8.012 -2.515 -1.085  0.31
Cl 7.070 -1.805 0.231  -0.09
Cl 9.245 -1.364 -1.610  -0.09
Cl 8.790 -3.991 -0.515  -0.06
Cl 6.938 -2.889 -2.439  -0.11
C -0.147 1.127 -7.919  0.32
Cl 0.737 0.870 -9.429  -0.11
Cl 1.004 1.341 -6.595  -0.06
Cl -1.152 2.572 -8.062  -0.09
Cl -1.174 -0.273 -7.595  -0.07
C -4.766 7.930 4.199  0.33
Cl -6.197 8.865 3.749  -0.09
Cl -3.477 9.029 4.704  -0.09
Cl -5.164 6.850 5.540  -0.11
Cl -4.228 6.960 2.816  0.10
C 12.110 -3.527 1.711  0.32
Cl 12.858 -3.211 0.142  -0.09
Cl 13.194 -2.992 3.000  -0.11
Cl 10.582 -2.652 1.817  -0.03
Cl 11.804 -5.261 1.878  -0.10
C -3.533 11.117 0.783  0.29
Cl -2.250 11.494 -0.375  -0.11
Cl -3.376 12.165 2.198  -0.10
Cl -5.107 11.385 0.025  -0.11
Cl -3.404 9.430 1.287  0.02


Here is a molecular structure, C33H26Cl4IN7O2S2Tl from the Open Molecules 2025 dataset. Energies are from ωB97M-V/def2-TZVPD.

total charge	+1
E_HOMO	-10.19	eV
energy relative to the best compared isomer or geometry (same formula, charge and spin)	16.2	kcal per mole
gap between HOMO and LUMO	7.16	eV

Each line ends with the Mulliken charge.
Element x y z (Å)
Tl -0.200 -0.026 2.083  1.80
C 3.437 -2.211 4.129  -1.73
C 2.373 -1.247 3.702  0.19
N 1.671 -1.412 2.653  0.93
N 1.833 -2.482 1.842  -1.54
C 0.696 -3.017 1.494  0.45
N 0.729 -3.986 0.545  -0.32
S -0.854 -2.577 2.160  -0.39
C 2.006 -0.094 4.577  1.21
C 2.824 0.320 5.616  -0.76
C 2.405 1.367 6.426  -0.49
C 1.180 1.960 6.186  -0.89
C 0.418 1.482 5.132  -0.31
N 0.825 0.482 4.354  -0.08
H 3.580 -2.961 3.358  0.43
H 4.384 -1.698 4.307  0.38
H 3.145 -2.709 5.058  0.35
H 1.624 -4.322 0.229  0.21
H -0.076 -4.570 0.414  0.24
H 3.773 -0.166 5.795  0.34
H 3.034 1.711 7.238  0.45
H 0.812 2.768 6.804  0.46
H -0.556 1.904 4.904  0.60
Cl 0.606 7.116 2.507  -0.26
C -0.021 5.505 2.359  0.38
C -1.367 5.304 2.279  -0.38
C -1.902 4.003 2.201  -0.31
I -3.964 3.744 2.084  0.06
C -1.104 2.871 2.219  0.93
O -1.583 1.648 2.222  -0.84
C 0.308 3.109 2.192  0.22
N 1.094 2.018 2.048  0.54
C 2.402 2.132 2.051  -0.37
C 3.039 3.371 2.214  -1.34
C 2.272 4.497 2.339  -0.99
C 0.862 4.403 2.305  -0.14
H -2.034 6.157 2.277  0.47
H 2.979 1.221 1.911  0.48
H 4.120 3.425 2.223  0.50
H 2.730 5.469 2.464  0.48
Cl -2.025 -5.528 -8.543  -0.19
C -1.854 -4.457 -7.194  0.39
C -2.253 -3.139 -7.305  -0.94
C -2.092 -2.301 -6.213  -0.29
C -1.554 -2.743 -5.008  -0.24
C -1.456 -1.748 -3.868  0.68
C -2.562 -2.011 -2.839  -1.09
N -2.461 -1.137 -1.671  0.28
C -3.198 0.007 -1.412  -0.45
C -2.668 0.556 -0.289  -0.48
N -1.612 -0.232 0.134  0.28
C -1.519 -1.235 -0.716  -0.74
O -0.218 -1.804 -3.208  0.08
C 0.699 -0.753 -3.487  -1.53
C 0.309 0.568 -2.890  0.81
C 0.689 1.006 -1.660  0.19
Cl 1.629 0.144 -0.494  -0.10
S 0.095 2.565 -1.275  0.00
C -0.697 2.671 -2.783  -0.89
C -0.503 1.557 -3.534  -0.31
C -1.182 -4.088 -4.928  0.80
Cl -0.547 -4.799 -3.467  -0.20
C -1.320 -4.939 -6.012  -0.81
H -2.683 -2.776 -8.230  0.43
H -2.394 -1.262 -6.300  0.38
H -1.609 -0.751 -4.290  -0.08
H -2.496 -3.046 -2.511  0.42
H -3.532 -1.853 -3.305  0.24
H -4.025 0.313 -2.034  0.44
H -2.967 1.440 0.253  0.00
H -0.786 -2.025 -0.701  0.70
H 0.843 -0.639 -4.566  0.29
H 1.635 -1.094 -3.055  0.57
H -1.261 3.559 -3.033  0.49
H -0.903 1.443 -4.536  0.49
H -1.024 -5.976 -5.930  0.46


Here is H5PSi in the gas phase in a non-equilibrium geometry from the Open Molecules 2025 dataset. Energies are from ωB97M-V/def2-TZVPD.

E_HOMO	-9.86	eV
energy relative to the best compared isomer or geometry (same formula, charge and spin)	8.1	kcal per mole
gap between HOMO and LUMO	10.72	eV

Each line ends with the Mulliken charge.
Element x y z (Å)
Si -0.660 0.501 0.026  0.26
P 1.511 -0.110 0.122  -0.19
H -0.517 1.738 -0.760  -0.08
H -1.324 0.279 1.443  -0.05
H 1.121 -1.152 1.067  0.06
H 1.519 -1.026 -0.973  0.07
H -1.650 -0.230 -0.925  -0.08


Here is C3H8N2S in the gas phase in a non-equilibrium geometry from the Open Molecules 2025 dataset. Energies are from ωB97M-V/def2-TZVPD.

E_HOMO	-8.67	eV
energy relative to the best compared isomer or geometry (same formula, charge and spin)	82.5	kcal per mole
gap between HOMO and LUMO	9.55	eV

Each line ends with the Mulliken charge.
Element x y z (Å)
C 3.144 0.140 -0.097  -0.77
C 0.111 0.855 0.058  -0.42
C -1.120 0.324 0.312  -0.20
H 3.352 0.670 0.958  0.26
H 3.346 0.580 -1.024  0.32
H 3.634 -0.884 0.025  0.25
H 0.492 1.675 0.666  0.35
H 0.178 1.286 -1.038  0.25
H -1.356 0.259 1.339  0.32
H -3.472 -0.263 0.965  0.22
H -4.089 0.054 -0.232  0.25
N -2.106 0.138 -0.524  -0.25
N -3.293 -0.489 0.005  -0.48
S 1.431 -0.552 0.021  -0.10


Which value of gap between HOMO and LUMO does entry 3 give?
10.72 eV


Repeat the third record exactly.
Here is H5PSi in the gas phase in a non-equilibrium geometry from the Open Molecules 2025 dataset. Energies are from ωB97M-V/def2-TZVPD.

E_HOMO	-9.86	eV
energy relative to the best compared isomer or geometry (same formula, charge and spin)	8.1	kcal per mole
gap between HOMO and LUMO	10.72	eV

Each line ends with the Mulliken charge.
Element x y z (Å)
Si -0.660 0.501 0.026  0.26
P 1.511 -0.110 0.122  -0.19
H -0.517 1.738 -0.760  -0.08
H -1.324 0.279 1.443  -0.05
H 1.121 -1.152 1.067  0.06
H 1.519 -1.026 -0.973  0.07
H -1.650 -0.230 -0.925  -0.08


The highest E_HOMO belongs to which entry?
C30H43Cl24IN2O5S2